(1)
DFT (ωB97M-V/def2-TZVPD) results for a cluster of 2 separate species, C7H14NOP in total.

Output
gap between HOMO and LUMO (spin up / spin down)	0.21358 / 0.25530	hartree
ΔE to the lowest compared entry with this formula, charge and spin	1.415	eV
2S+1	3
⟨S²⟩	2.01
electronic energy	-746.21588	Eh

Each line ends with the Mulliken charge.
Geometry (Å):
C  2.93117  -0.34766  1.47775  -0.696
C  -0.80290  -1.15459  -0.49763  0.567
C  -0.26814  -0.69795  -1.77219  -0.852
C  1.43848  0.16815  -0.98831  -0.235
C  0.00343  1.67774  0.46711  -0.526
C  -2.81150  -1.26833  0.84132  -0.809
C  1.07289  1.59716  -0.54191  -0.619
N  -2.15079  -1.02096  -0.43041  -0.188
O  -0.13003  -1.48304  0.49739  -0.659
P  2.21911  -1.04164  0.12372  -0.071
H  3.00560  0.66637  1.71637  0.400
H  3.37803  -0.87952  2.36621  0.305
H  0.26633  -1.32475  -2.42459  0.402
H  -0.71337  0.18653  -2.24868  0.300
H  2.12937  0.31124  -1.91677  0.404
H  -0.93559  0.93594  0.24180  0.008
H  -0.35115  2.77249  0.73758  0.339
H  0.50763  1.33419  1.49305  0.152
H  -2.08492  -1.97261  1.43821  0.246
H  -3.02509  -0.38366  1.44283  0.282
H  -3.69887  -1.88800  0.58483  0.319
H  1.98660  2.15979  -0.12712  0.282
H  0.75337  2.12373  -1.42652  0.375
H  -2.71966  -0.47063  -1.05403  0.273

(2)
DFT (ωB97M-V/def2-TZVPD) results for the molecule C7H12N2.

Output
gap between HOMO and LUMO	0.34022	hartree
ΔE to the lowest compared entry with this formula, charge and spin	8.465	eV
2S+1	1
electronic energy	-383.11213	Eh
structure (SMILES)	C1CN2C[C@H]2CN2C[C@@H]12

Each line ends with the Mulliken charge.
Geometry (Å):
C  -0.33965  1.56646  0.19131  -0.781
C  0.88696  1.22389  -0.86404  -0.270
C  1.58161  -0.37918  0.94525  -0.440
C  1.19993  -1.15899  -0.21529  -0.010
C  -0.26071  -1.44277  -0.79611  -0.939
C  -1.64119  -0.57454  0.73185  -0.866
C  -1.45745  0.72669  -0.04162  0.117
H  0.39527  1.57284  1.16627  0.284
H  -0.58325  2.67737  0.01824  0.323
H  1.55047  2.04904  -1.31769  0.280
H  0.45579  0.59165  -1.88045  0.150
H  2.69089  -0.52010  1.40751  0.213
H  0.79103  -0.12041  1.92301  0.130
H  1.62814  -2.16287  -0.36018  0.299
H  -0.08330  -1.16944  -1.89069  0.371
H  -1.01091  -2.39955  -0.44995  0.445
H  -2.71270  -0.47832  1.11481  0.275
H  -1.13026  -0.86749  1.53906  0.374
H  -2.27243  1.26463  -0.37324  0.463
N  1.70123  0.17095  -0.19354  -0.157
N  -1.38949  -0.56986  -0.65453  -0.262